1.
A cluster of 8 separate species, C8H13Cl19 in total, computed with ωB97M-V/def2-TZVPD.

Each line ends with the Löwdin charge.
Geometry (Å):
Cl (-19.12, -4.38, 0.64)  0.551
Cl (-18.53, -2.37, 6.16)  0.504
Cl (-15.71, -2.18, 6.89)  0.530
Cl (-16.98, -3.82, -2.41)  0.530
Cl (-14.08, -4.00, -1.90)  0.532
Cl (-17.67, -2.48, 2.43)  0.554
Cl (-15.09, -0.21, -0.78)  0.489
Cl (-15.11, -2.15, -3.85)  0.518
Cl (-16.27, -6.15, 0.14)  0.489
Cl (-17.99, -7.52, 3.08)  0.506
Cl (-19.60, 0.02, 0.95)  0.539
Cl (-13.44, -7.00, 0.20)  0.485
Cl (-16.66, 0.75, -3.12)  0.506
Cl (-17.30, 0.25, 6.41)  0.499
Cl (-21.49, -0.55, 3.12)  0.550
Cl (-22.30, -0.81, 0.30)  0.541
Cl (-17.65, -5.74, 5.42)  0.490
Cl (-22.96, -4.47, 2.41)  0.503
Cl (-23.08, -6.48, 0.25)  0.493
C (-17.94, -3.07, 0.79)  -1.044
C (-17.03, -1.47, 5.97)  -1.542
C (-15.33, -3.74, -3.10)  -1.496
C (-22.85, -4.76, 0.67)  -1.045
C (-15.15, -7.51, 0.00)  -0.976
C (-18.12, -5.87, 3.70)  -1.051
C (-21.30, 0.04, 1.48)  -1.531
C (-16.71, 0.07, -1.49)  -1.028
H (-17.43, -5.21, 3.19)  -0.032
H (-21.84, -4.55, 0.35)  -0.049
H (-19.16, -5.60, 3.55)  0.012
H (-15.40, -8.25, 0.76)  0.021
H (-16.98, -3.44, 0.45)  -0.033
H (-16.73, -1.45, 4.93)  -0.034
H (-15.28, -8.01, -0.95)  0.030
H (-17.24, 0.71, -0.79)  -0.001
H (-23.49, -4.10, 0.08)  0.027
H (-15.29, -4.50, -3.87)  0.015
H (-21.61, 1.08, 1.50)  0.009
H (-18.27, -2.26, 0.15)  -0.034
H (-17.18, -0.90, -1.61)  -0.025

SMILES   ClC(Cl)Cl.ClC(Cl)Cl.ClC(Cl)Cl.ClCCl.ClCCl.ClCCl.ClCCl.ClCCl
LUMO   0.2 eV

2.
A structure of composition C8H13Cl4N6O4OsS, computed with ωB97M-V/def2-TZVPD.

Each line ends with the Löwdin charge.
Geometry (Å):
Os (0.06, 0.21, 0.70)  1.508
Cl (2.62, -0.97, 1.32)  0.781
Cl (-1.15, 0.86, 6.06)  0.723
Cl (1.09, -0.99, 5.78)  0.746
Cl (1.54, 1.88, 5.55)  0.742
S (-1.02, 2.24, 0.43)  0.773
O (3.01, -1.04, 2.66)  -0.179
O (2.43, 0.43, 0.86)  -0.382
O (3.36, -1.74, 0.41)  -0.180
O (1.10, -1.46, 1.24)  -0.520
N (0.40, -0.32, -1.22)  -0.127
N (-0.05, 0.50, 2.74)  0.009
N (-3.23, 0.64, 0.44)  -0.017
N (-3.50, 2.85, -0.12)  0.197
N (-2.47, -0.43, 0.94)  0.015
N (0.87, -1.60, -1.45)  0.071
C (0.41, 0.55, 5.33)  -1.644
C (-2.72, 1.86, 0.23)  -0.661
C (1.92, -3.00, -3.18)  0.055
C (0.59, 0.36, -2.44)  -0.241
C (0.24, 1.78, -2.73)  -0.004
C (1.34, -1.74, -2.68)  -0.185
C (0.16, 0.51, 3.87)  -0.259
C (1.17, -0.50, -3.33)  0.100
H (1.34, -3.36, -4.03)  0.127
H (-3.12, 3.77, -0.29)  0.147
H (-4.23, 0.49, 0.33)  0.192
H (-4.50, 2.75, -0.22)  0.165
H (-2.68, -1.25, 0.39)  0.132
H (0.91, -2.27, -0.70)  0.151
H (-0.29, 1.82, -3.68)  0.115
H (1.16, 2.37, -2.84)  0.121
H (1.98, -3.78, -2.42)  0.107
H (1.45, -0.27, -4.34)  0.161
H (-2.75, -0.61, 1.91)  0.132
H (2.93, -2.80, -3.56)  0.128
H (-0.37, 2.25, -1.97)  -0.001

2S+1   5
Charge   +3
Expectation value of S²   6.026
LUMO (spin up / spin down)   -10.4 / -13.4 eV

3.
A cluster of 2 separate species, C8H13ClF3N2 in total, computed with ωB97M-V/def2-TZVPD.

Each line ends with the Löwdin charge.
Geometry (Å):
Cl (1.51, -3.75, -0.08)  0.769
F (2.04, 2.40, 0.71)  0.127
F (3.86, 2.19, -0.41)  0.179
F (2.10, 1.39, -1.17)  0.103
N (1.08, -1.11, 0.24)  0.000
N (-0.45, 1.15, -0.38)  0.195
C (2.31, -0.85, 0.71)  -0.182
C (3.08, 0.20, 0.74)  0.086
C (-2.64, 0.30, -1.07)  0.074
C (-2.44, 1.21, 1.21)  -0.009
C (-0.83, -2.40, -0.66)  -0.064
C (0.56, -2.29, -0.05)  -0.661
C (2.79, 1.54, -0.01)  -0.597
C (-1.91, 0.96, -0.18)  -0.341
H (-1.96, 0.47, 1.78)  0.083
H (3.96, 0.30, 1.17)  0.078
H (-2.45, 2.21, 1.48)  0.071
H (0.04, 0.25, -0.14)  0.089
H (-2.21, 0.09, -1.97)  0.055
H (-0.40, 1.68, -1.34)  0.224
H (-1.43, -3.21, -0.08)  0.132
H (-0.63, -2.72, -1.70)  0.099
H (-1.39, -1.49, -0.66)  0.009
H (-3.72, 0.38, -1.02)  0.103
H (-3.49, 0.96, 1.27)  0.095
H (2.74, -1.68, 1.30)  0.125
H (-0.11, 1.84, 0.33)  0.159

Charge   +1
LUMO   -3.8 eV

The following energy relative to the best compared isomer or geometry (same formula, charge and spin) values (in kcal per mole) correspond, in order, to the records above: 0.8 3.2 33.5.
The following DFT total energy values (in eV) correspond, in order, to the records above: -246432.738 -88990.377 -32153.349.